C3H3O4S | ωB97M-V/def2-TZVPD

Geometry (Å):
C (-1.512, 0.003, -0.700)
C (-2.419, 0.364, 0.304)
C (-0.124, -0.142, -0.031)
O (-2.323, 0.918, 1.467)
O (-1.625, -0.226, -1.847)
O (-4.428, 0.233, -0.038)
O (-1.013, 2.176, 3.390)
S (-0.901, 1.122, 2.389)
H (0.464, 0.743, 0.309)
H (-0.277, -0.806, 0.965)
H (0.412, -0.661, -0.777)

Properties
Orbital gap (alpha / beta), eV: 6.00 / 6.48
Charge: -1
Energy above the lowest of the compared OMol25 structures with the same formula, charge and spin, kcal/mol: 180.14
E_HOMO (alpha / beta), Eh: -0.1079 / -0.1165



C17H20N5OPSbScSe4 | ωB97M-V/def2-TZVPD

Geometry (Å):
Sc (0.562, 0.235, 0.366)
N (-3.841, -0.607, -0.201)
C (-2.681, -0.057, 0.098)
N (-1.518, -0.505, -0.303)
C (-1.477, -1.688, -1.045)
N (-0.365, -2.268, -1.346)
N (0.715, -1.600, -0.790)
C (1.854, -2.140, -0.971)
C (3.024, -1.523, -0.326)
C (4.276, -2.087, -0.407)
C (5.316, -1.497, 0.305)
C (5.053, -0.383, 1.077)
C (3.762, 0.124, 1.100)
N (2.768, -0.422, 0.407)
C (-2.736, -2.301, -1.468)
C (-2.784, -3.438, -2.280)
C (-3.997, -3.989, -2.623)
C (-5.184, -3.421, -2.151)
C (-5.159, -2.298, -1.351)
C (-3.926, -1.750, -1.021)
H (-4.682, -0.205, 0.183)
H (-2.715, 0.817, 0.734)
H (1.944, -3.061, -1.539)
H (4.435, -2.973, -1.008)
H (6.315, -1.914, 0.262)
H (5.827, 0.092, 1.664)
H (3.515, 0.987, 1.702)
H (-1.856, -3.869, -2.628)
H (-4.033, -4.868, -3.253)
H (-6.135, -3.865, -2.416)
H (-6.078, -1.853, -0.985)
Se (0.588, -3.485, 4.757)
Sb (-0.364, -1.257, 4.838)
Se (-2.774, -1.325, 5.028)
Se (0.700, 0.141, 6.532)
Se (0.102, -0.165, 2.600)
C (0.311, 4.407, 1.317)
P (0.783, 3.679, -0.228)
C (2.455, 4.142, -0.585)
C (-0.262, 4.313, -1.509)
O (0.659, 2.137, -0.164)
H (0.345, 5.496, 1.237)
H (0.994, 4.084, 2.103)
H (-0.702, 4.098, 1.575)
H (2.542, 5.230, -0.594)
H (2.748, 3.754, -1.559)
H (3.115, 3.740, 0.184)
H (-0.164, 5.398, -1.563)
H (-1.300, 4.058, -1.292)
H (0.026, 3.880, -2.466)

Properties
Orbital gap (alpha / beta), eV: 5.49 / 5.30
Charge: +2
E_HOMO (alpha / beta), Eh: -0.4686 / -0.4660



C19H19N3O3 | ωB97M-V/def2-TZVPD

Geometry (Å):
C (-7.408, -1.881, -0.231)
H (-6.962, -2.863, -0.042)
O (-6.682, -0.852, 0.396)
C (-5.378, -0.646, 0.036)
C (-4.726, -1.413, -0.926)
C (-3.409, -1.183, -1.268)
C (-2.681, -0.166, -0.652)
C (-3.334, 0.603, 0.310)
C (-4.658, 0.390, 0.667)
O (-5.109, 1.247, 1.626)
C (-6.437, 1.203, 2.099)
H (-7.158, 1.388, 1.301)
H (-6.498, 2.005, 2.835)
H (-6.665, 0.251, 2.581)
H (-2.825, 1.405, 0.819)
C (-1.304, 0.050, -1.034)
C (-0.453, 0.965, -0.550)
C (0.919, 1.049, -1.068)
O (1.361, 0.316, -1.944)
N (1.672, 2.033, -0.513)
H (1.337, 2.517, 0.303)
C (3.051, 2.255, -0.910)
C (3.968, 1.213, -0.357)
N (4.888, 1.406, 0.543)
C (5.466, 0.177, 0.742)
C (6.503, -0.207, 1.586)
C (6.878, -1.533, 1.576)
C (6.248, -2.470, 0.754)
C (5.217, -2.113, -0.092)
C (4.834, -0.782, -0.090)
N (3.886, -0.081, -0.783)
H (3.193, -0.412, -1.443)
H (4.730, -2.837, -0.728)
H (6.577, -3.498, 0.782)
H (7.681, -1.863, 2.220)
H (6.989, 0.518, 2.220)
H (3.089, 2.216, -2.004)
H (3.371, 3.236, -0.562)
H (-0.733, 1.668, 0.220)
H (-0.920, -0.606, -1.806)
H (-2.941, -1.800, -2.019)
H (-5.256, -2.209, -1.423)
H (-8.401, -1.846, 0.216)
H (-7.491, -1.718, -1.310)

Properties
Orbital gap, eV: 8.27
Charge: 0
Energy above the lowest of the compared OMol25 structures with the same formula, charge and spin, kcal/mol: 50.15
E_HOMO, Eh: -0.3010



C7H10O2 | ωB97M-V/def2-TZVPD

Geometry (Å):
C (1.939, -0.448, -0.392)
C (0.394, 0.832, -0.339)
C (-0.910, 1.528, -0.166)
C (-1.901, 0.311, -0.192)
C (-1.502, -1.051, -0.388)
C (0.841, -1.162, 0.426)
C (0.322, 0.101, 1.065)
H (1.984, -0.676, -1.427)
H (3.005, -0.644, -0.207)
H (0.095, 0.177, -1.270)
H (-1.234, 2.357, -0.904)
H (-0.803, 2.006, 0.936)
H (-3.024, 0.352, 0.102)
H (-2.152, -1.819, -0.786)
H (1.195, -1.852, 1.155)
H (-0.728, 0.028, 1.395)
H (0.926, 0.552, 1.964)
O (1.768, 1.047, -0.514)
O (-0.215, -1.638, -0.457)

Properties
Orbital gap, eV: 9.63
Charge: 0
Energy above the lowest of the compared OMol25 structures with the same formula, charge and spin, kcal/mol: 141.75
E_HOMO, Eh: -0.3167



C13H19N | ωB97M-V/def2-TZVPD

Geometry (Å):
C (0.258, -2.563, 3.016)
C (-0.923, -3.027, 3.878)
C (0.995, -3.740, 2.373)
C (-0.173, -1.593, 1.948)
H (0.979, -2.059, 3.665)
H (-0.620, -3.272, 4.905)
H (1.325, -4.461, 3.118)
H (0.306, -4.236, 1.678)
H (1.813, -3.349, 1.772)
H (-0.499, -0.591, 2.224)
H (0.658, -1.393, 1.269)
H (-0.971, -1.961, 1.288)
H (-1.370, -3.945, 3.472)
H (-1.684, -2.254, 3.909)
C (-2.341, 2.530, -0.047)
C (0.179, 2.444, 0.533)
C (-0.916, 2.099, -0.240)
C (0.933, 1.170, -1.184)
C (-0.461, 1.377, -1.369)
C (1.741, 0.444, -2.061)
C (-1.003, 0.991, -2.637)
C (1.101, -0.110, -3.218)
C (-0.223, 0.191, -3.494)
N (1.312, 1.889, -0.081)
H (0.259, 3.004, 1.449)
H (2.189, 1.761, 0.387)
H (-2.697, 2.250, 0.953)
H (-2.993, 2.006, -0.741)
H (2.795, 0.295, -1.868)
H (-1.971, 1.319, -3.001)
H (1.632, -0.821, -3.843)
H (-0.643, -0.174, -4.427)
H (-2.526, 3.599, -0.104)

Properties
Orbital gap (alpha / beta), eV: 2.62 / 6.03
Charge: -1
Energy above the lowest of the compared OMol25 structures with the same formula, charge and spin, kcal/mol: 0.00
Multiplicity: 2
E_HOMO (alpha / beta), Eh: 0.0232 / -0.1035



C27H76N10O13 | ωB97M-V/def2-TZVPD

Geometry (Å):
C (15.943, -21.825, -18.744)
O (15.156, -22.744, -18.644)
N (16.964, -21.595, -17.982)
N (15.939, -20.862, -19.629)
H (17.523, -20.763, -18.105)
H (17.115, -22.311, -17.285)
H (16.376, -19.994, -19.352)
H (15.184, -20.696, -20.279)
C (8.796, -25.779, -18.241)
O (7.573, -25.895, -18.268)
N (9.397, -24.620, -18.039)
N (9.676, -26.730, -18.338)
H (10.388, -24.661, -18.229)
H (8.914, -23.733, -18.031)
H (10.638, -26.434, -18.431)
H (9.537, -27.721, -18.471)
C (11.292, -17.195, -13.956)
O (10.511, -17.244, -14.921)
N (12.592, -17.280, -14.028)
N (10.927, -17.212, -12.742)
H (13.038, -17.252, -14.933)
H (13.129, -17.279, -13.173)
H (9.967, -16.986, -12.524)
H (11.607, -17.317, -12.003)
C (4.298, -28.555, -31.230)
O (4.306, -27.243, -30.663)
C (3.080, -26.930, -30.035)
C (3.431, -26.200, -28.750)
N (3.815, -27.220, -27.742)
C (3.990, -26.729, -26.401)
C (5.201, -25.790, -26.264)
O (6.396, -26.515, -26.555)
C (7.540, -25.729, -26.441)
H (4.573, -29.282, -30.466)
H (4.938, -28.580, -32.112)
H (3.343, -28.916, -31.612)
H (2.400, -27.769, -29.890)
H (2.570, -26.131, -30.575)
H (2.559, -25.602, -28.483)
H (4.118, -25.373, -28.930)
H (4.736, -27.481, -28.064)
H (4.232, -27.573, -25.756)
H (3.134, -26.216, -25.961)
H (5.210, -25.384, -25.253)
H (5.053, -24.870, -26.830)
H (7.875, -25.704, -25.404)
H (7.356, -24.672, -26.634)
H (8.350, -25.992, -27.122)
C (17.368, -15.640, -20.355)
O (18.551, -16.167, -19.792)
C (19.652, -15.350, -19.916)
C (20.746, -16.069, -19.167)
N (21.142, -17.306, -19.793)
C (22.270, -17.909, -19.174)
C (23.567, -17.664, -20.049)
O (23.374, -18.185, -21.367)
C (24.565, -18.021, -22.214)
H (17.453, -14.553, -20.364)
H (16.498, -15.935, -19.769)
H (17.332, -16.103, -21.341)
H (19.634, -14.337, -19.516)
H (19.949, -15.352, -20.965)
H (20.620, -16.251, -18.100)
H (21.587, -15.376, -19.120)
H (21.317, -17.005, -20.741)
H (22.157, -18.971, -18.955)
H (22.431, -17.578, -18.148)
H (24.424, -18.111, -19.545)
H (23.797, -16.600, -20.109)
H (25.400, -18.639, -21.883)
H (24.996, -17.022, -22.267)
H (24.201, -18.402, -23.168)
C (3.232, -9.474, -12.141)
O (3.439, -10.236, -13.283)
C (3.226, -11.667, -13.172)
C (3.459, -12.401, -14.565)
N (3.309, -13.820, -14.545)
C (3.333, -14.423, -15.840)
C (3.178, -15.934, -15.936)
O (1.886, -16.490, -15.671)
C (0.888, -16.071, -16.612)
H (3.915, -9.845, -11.376)
H (2.191, -9.390, -11.831)
H (3.569, -8.448, -12.291)
H (2.183, -11.860, -12.920)
H (3.860, -12.197, -12.461)
H (4.460, -12.185, -14.940)
H (2.690, -12.159, -15.299)
H (2.445, -14.032, -14.067)
H (4.265, -14.069, -16.279)
H (2.564, -13.961, -16.458)
H (3.831, -16.324, -15.155)
H (3.631, -16.304, -16.856)
H (0.613, -15.034, -16.418)
H (-0.036, -16.639, -16.501)
H (1.168, -16.124, -17.664)
C (3.312, -19.117, -33.882)
O (3.403, -18.023, -33.054)
C (4.556, -18.042, -32.252)
C (4.466, -16.989, -31.114)
N (3.757, -17.326, -29.875)
C (4.512, -18.149, -28.944)
C (3.682, -18.515, -27.778)
O (2.580, -19.357, -28.183)
C (1.841, -19.735, -27.027)
H (2.718, -18.770, -34.727)
H (2.844, -19.968, -33.387)
H (4.211, -19.464, -34.391)
H (5.467, -17.917, -32.838)
H (4.606, -19.062, -31.871)
H (4.021, -16.068, -31.489)
H (5.471, -16.820, -30.729)
H (2.995, -17.929, -30.149)
H (5.318, -17.555, -28.513)
H (5.006, -19.059, -29.282)
H (3.428, -17.600, -27.243)
H (4.328, -19.108, -27.130)
H (2.510, -20.285, -26.366)
H (1.020, -20.415, -27.256)
H (1.558, -18.880, -26.413)
O (8.400, -18.454, -21.284)
H (9.095, -18.744, -21.875)
H (8.849, -18.268, -20.459)
O (12.058, -19.702, -24.481)
H (12.336, -18.882, -24.890)
H (12.373, -20.385, -25.073)

Properties
Orbital gap, eV: 8.77
Charge: 0
Energy above the lowest of the compared OMol25 structures with the same formula, charge and spin, kcal/mol: 29.16
E_HOMO, Eh: -0.3145



C4H8BNO2 | ωB97M-V/def2-TZVPD

Geometry (Å):
B (-1.736, 0.141, -0.020)
C (0.515, 0.157, -0.123)
C (1.825, 0.575, -0.145)
C (-3.186, 0.756, 0.006)
C (2.999, -0.282, 0.015)
N (-0.024, -1.261, -0.045)
O (-0.654, 0.826, -0.114)
O (-1.460, -1.272, 0.137)
H (1.914, 1.501, -0.556)
H (-3.437, 1.765, -0.193)
H (-3.606, 0.303, 0.859)
H (-3.665, 0.193, -0.820)
H (3.203, -0.822, -0.810)
H (2.907, -0.904, 0.861)
H (3.869, 0.259, 0.292)
H (0.537, -1.934, 0.655)

Properties
Orbital gap, eV: 8.74
Charge: 0
Energy above the lowest of the compared OMol25 structures with the same formula, charge and spin, kcal/mol: 67.56
E_HOMO, Eh: -0.2975



C9H12OS2 | ωB97M-V/def2-TZVPD

Geometry (Å):
C (2.062, -0.968, 0.099)
C (2.702, 0.216, 0.147)
C (1.759, 1.345, 0.150)
C (0.652, -0.983, 0.059)
C (-2.998, 0.839, 0.082)
C (-2.304, 0.300, 1.354)
C (-2.337, 0.408, -1.194)
C (0.172, 0.434, 0.098)
C (4.170, 0.425, 0.121)
O (1.868, 2.519, 0.073)
S (-0.647, 1.140, 1.584)
S (-0.619, 0.991, -1.396)
H (2.555, -1.992, 0.004)
H (0.381, -1.435, -0.960)
H (0.146, -1.714, 0.797)
H (-4.005, 0.572, 0.033)
H (-2.942, 2.026, 0.160)
H (-2.856, 0.428, 2.284)
H (-2.139, -0.741, 1.251)
H (-2.589, -0.690, -1.231)
H (-2.645, 0.852, -2.116)
H (4.793, -0.524, 0.236)
H (4.454, 1.179, 0.848)
H (4.240, 0.974, -0.823)

Properties
Orbital gap, eV: 8.75
Charge: 0
Energy above the lowest of the compared OMol25 structures with the same formula, charge and spin, kcal/mol: 46.13
E_HOMO, Eh: -0.3040



C4H9O2 | ωB97M-V/def2-TZVPD

Geometry (Å):
C (-1.320, 0.882, -1.564)
C (-0.634, 2.013, -0.713)
O (0.593, 2.141, -0.888)
O (-1.408, 2.642, 0.053)
H (-2.215, 1.287, -2.035)
H (-1.639, 0.035, -0.947)
H (-0.558, 0.502, -2.253)
C (0.509, -1.831, 1.192)
C (1.313, -0.563, 0.876)
H (0.812, -2.672, 0.578)
H (0.619, -2.079, 2.245)
H (-0.556, -1.607, 1.083)
H (2.273, -0.585, 1.384)
H (0.750, 0.312, 1.182)
H (1.461, -0.476, -0.192)

Properties
Orbital gap, eV: 7.78
Charge: -1
Energy above the lowest of the compared OMol25 structures with the same formula, charge and spin, kcal/mol: 4.44
E_HOMO, Eh: -0.1411



C13H27AlBrO3 | ωB97M-V/def2-TZVPD

Geometry (Å):
C (5.062, 0.121, 2.114)
C (5.185, 0.277, 0.609)
C (4.967, -1.040, -0.075)
Br (5.693, -0.971, -1.894)
C (3.524, -1.509, 0.005)
C (3.067, -2.619, -0.993)
O (1.775, -2.370, -1.517)
Al (1.070, -1.218, -0.318)
C (-0.546, -0.121, -0.789)
C (-0.280, 1.037, -1.765)
C (-1.524, 1.868, -2.103)
C (-2.245, 2.502, -0.906)
C (-3.585, 1.840, -0.503)
C (-3.519, 0.992, 0.759)
C (-4.878, 0.629, 1.334)
O (-5.460, -0.483, 0.680)
C (-5.002, -1.726, 1.161)
O (2.679, -0.376, -0.200)
H (5.923, -0.403, 2.513)
H (5.021, 1.092, 2.591)
H (4.176, -0.432, 2.389)
H (4.523, 1.038, 0.223)
H (6.200, 0.605, 0.404)
H (5.586, -1.761, 0.450)
H (3.258, -1.857, 1.007)
H (3.063, -3.584, -0.472)
H (3.718, -2.765, -1.853)
H (0.729, -1.835, 1.150)
H (-1.352, -0.713, -1.221)
H (-0.874, 0.331, 0.138)
H (0.484, 1.679, -1.333)
H (0.090, 0.645, -2.707)
H (-1.159, 2.694, -2.713)
H (-2.199, 1.285, -2.717)
H (-2.511, 3.511, -1.209)
H (-1.590, 2.615, -0.047)
H (-4.334, 2.614, -0.351)
H (-3.884, 1.227, -1.343)
H (-2.878, 1.465, 1.495)
H (-3.032, 0.062, 0.502)
H (-4.736, 0.380, 2.389)
H (-5.555, 1.480, 1.305)
H (-4.940, -1.754, 2.249)
H (-5.691, -2.481, 0.805)
H (-4.019, -1.968, 0.758)

Properties
Orbital gap, eV: 7.92
Charge: -1
E_HOMO, Eh: -0.1807



C5H6O | ωB97M-V/def2-TZVPD

Geometry (Å):
C (2.416, -0.039, 1.130)
C (1.132, -0.171, 0.439)
C (0.079, -0.275, -0.139)
C (-1.151, -0.412, -0.896)
C (-2.327, 0.431, -0.648)
O (-1.487, 0.668, -1.761)
H (3.111, 0.568, 0.541)
H (2.293, 0.439, 2.107)
H (2.876, -1.020, 1.287)
H (-1.335, -1.400, -1.316)
H (-2.292, 1.171, 0.151)
H (-3.314, 0.041, -0.896)

Properties
Orbital gap, eV: 10.54
Charge: 0
Energy above the lowest of the compared OMol25 structures with the same formula, charge and spin, kcal/mol: 60.52
E_HOMO, Eh: -0.3500



C14H23N4O2 | ωB97M-V/def2-TZVPD

Geometry (Å):
C (-2.756, 5.592, -4.341)
C (-1.360, 5.654, -4.576)
C (-0.576, 5.111, -3.496)
C (-1.298, 4.613, -2.398)
C (-0.446, 3.989, -1.273)
N (-0.417, 2.657, -1.229)
C (0.390, 2.335, -0.123)
C (0.804, 3.509, 0.454)
N (0.250, 4.567, -0.308)
N (-2.606, 4.591, -2.171)
C (-3.356, 5.091, -3.162)
H (-3.426, 5.973, -5.131)
H (-0.916, 6.041, -5.500)
H (0.522, 5.081, -3.569)
H (-0.915, 2.055, -1.874)
H (0.610, 1.292, 0.172)
H (1.442, 3.596, 1.341)
H (0.337, 5.563, -0.143)
H (-4.450, 5.064, -3.042)
C (1.894, -6.009, 1.625)
O (0.815, -5.460, 0.885)
C (-0.379, -5.305, 1.646)
C (-0.674, -3.835, 1.902)
N (0.284, -3.256, 2.839)
C (0.230, -1.800, 2.920)
C (0.550, -1.001, 1.654)
O (1.901, -1.089, 1.231)
C (2.212, -2.230, 0.444)
H (2.684, -6.264, 0.919)
H (2.297, -5.281, 2.336)
H (1.594, -6.917, 2.153)
H (-0.349, -5.873, 2.581)
H (-1.191, -5.715, 1.039)
H (-1.682, -3.739, 2.315)
H (-0.648, -3.324, 0.932)
H (1.221, -3.522, 2.562)
H (0.950, -1.504, 3.688)
H (-0.759, -1.505, 3.286)
H (0.388, 0.056, 1.895)
H (-0.133, -1.229, 0.825)
H (1.372, -2.550, -0.177)
H (2.546, -3.052, 1.080)
H (3.046, -1.971, -0.209)

Properties
Orbital gap, eV: 7.84
Charge: +1
Energy above the lowest of the compared OMol25 structures with the same formula, charge and spin, kcal/mol: 0.00
E_HOMO, Eh: -0.3936